Entry 1:
# C27H26FN7ORhSe

A structure of composition C27H26FN7ORhSe at a distorted geometry (wB97M-V/def2-TZVPD, the Open Molecules 2025 dataset).

Summary:
E_tot (Eh): -4114.69814
ΔE to the lowest compared entry with this formula, charge and spin (kcal per mole): 37.84
E_HOMO (alpha / beta) (eV): -10.313 / -10.313
Total charge: +1
Gap between HOMO and LUMO (alpha / beta) (eV): 6.484 / 6.483
2S+1: 1
LUMO (alpha / beta) (hartree): -0.1407 / -0.1408

Element x y z (Å)
Rh  0.133  -0.183  0.076
Se  0.002  1.831  1.383
F  1.969  -0.582  0.662
O  0.334  -1.168  2.357
N  -0.618  -2.328  0.054
N  -1.709  0.229  -0.727
N  4.067  -0.832  -5.625
N  -3.387  0.339  -2.128
N  -3.795  4.553  0.905
N  3.834  1.379  -5.824
N  1.009  0.040  -1.725
C  -3.202  4.326  2.074
C  -0.232  -4.521  0.895
C  -0.554  -5.072  -0.330
C  5.911  0.945  -8.854
C  -4.128  0.503  -3.373
C  2.692  0.221  -3.922
C  2.525  -0.986  -3.241
C  -0.935  -4.228  -1.366
C  -2.091  3.511  2.236
C  4.622  0.985  -6.885
C  1.192  1.210  -2.342
C  -0.282  -3.142  1.059
C  2.013  1.339  -3.442
C  -2.053  0.394  -1.992
C  4.753  -0.402  -6.744
C  -2.173  3.114  -0.115
C  5.196  1.689  -7.942
C  -1.561  2.890  1.113
C  5.486  -1.138  -7.679
C  -2.873  0.038  -0.025
C  -3.922  0.109  -0.886
C  -3.277  3.952  -0.160
C  3.545  0.246  -5.109
C  1.687  -1.035  -2.153
C  -0.948  -2.871  -1.127
C  6.055  -0.450  -8.726
C  -0.043  -2.525  2.422
H  -5.190  0.455  -3.153
H  -0.975  -2.570  2.990
H  -3.903  1.468  -3.821
H  -1.650  3.372  3.214
H  -1.235  -2.173  -1.905
H  -3.769  4.155  -1.107
H  6.376  1.445  -9.694
H  -0.513  -6.143  -0.477
H  5.092  2.761  -8.042
H  5.597  -2.208  -7.572
H  0.696  -3.126  2.956
H  2.110  2.312  -3.900
H  0.054  -5.146  1.730
H  3.581  2.323  -5.596
H  -4.982  0.024  -0.727
H  0.663  2.060  -1.933
H  6.628  -0.986  -9.470
H  1.297  -1.100  2.211
H  -1.795  2.660  -1.019
H  -1.382  0.567  -2.817
H  -3.636  4.826  2.934
H  -3.875  -0.291  -4.072
H  3.063  -1.862  -3.570
H  -2.870  -0.115  1.040
H  -1.207  -4.613  -2.339
H  1.549  -1.951  -1.597

=====

Entry 2:
# C27H26FNO4S

The molecule C27H26FNO4S at a distorted geometry (wB97M-V/def2-TZVPD, the Open Molecules 2025 dataset).

Summary:
E_tot (Eh): -1898.14804
E_HOMO (eV): -7.772
Gap between HOMO and LUMO (eV): 8.263
Structure (SMILES): CCOC(=O)[C@](F)([C@H](c1ccc(C)cc1)c1c(C)[nH]c2ccccc12)S(=O)(=O)c1ccccc1
2S+1: 1
LUMO (hartree): 0.0180

Element x y z (Å)
S  1.189  -0.781  1.760
F  -1.298  -0.386  2.468
O  -0.070  -2.997  0.444
O  -1.673  -2.924  2.045
O  1.513  -1.864  2.690
O  1.782  -0.670  0.459
N  -1.790  3.477  0.075
C  2.219  1.772  4.771
C  1.342  0.624  2.848
C  0.484  -2.712  -5.173
C  -0.612  -0.873  1.371
C  -0.505  3.493  -0.421
C  0.705  2.916  3.253
C  -0.152  2.143  -0.681
C  0.663  1.765  2.476
C  -3.706  1.978  0.568
C  -0.189  -0.639  -3.936
C  -0.888  -2.371  1.334
C  -1.213  -0.129  -0.260
C  1.155  1.796  -1.019
C  -0.095  -4.472  0.729
C  -1.047  -2.085  -1.744
C  2.111  2.812  -1.029
C  1.495  2.915  4.411
C  2.155  0.620  3.981
C  -0.147  -2.036  -3.997
C  0.763  -5.061  -0.379
C  -0.506  0.026  -2.747
C  -2.290  2.227  0.157
C  1.778  4.117  -0.666
C  -1.273  1.310  -0.245
C  -0.795  -0.707  -1.555
C  0.469  4.484  -0.330
C  -0.666  -2.738  -2.904
H  0.140  1.724  1.514
H  -1.151  -4.813  0.637
H  2.749  -0.255  4.238
H  1.543  -2.426  -5.252
H  0.273  -4.660  1.762
H  0.440  -3.799  -5.063
H  3.122  2.530  -1.311
H  1.346  0.763  -1.240
H  0.153  3.804  2.944
H  -3.710  1.900  1.670
H  -0.623  1.115  -2.785
H  1.821  -4.816  -0.191
H  -4.307  2.865  0.284
H  2.847  1.799  5.662
H  -4.146  1.075  0.114
H  1.571  3.837  5.007
H  -0.744  -3.821  -2.959
H  0.191  5.479  0.001
H  -2.328  4.311  0.410
H  0.650  -6.150  -0.429
H  2.559  4.857  -0.643
H  -1.665  -2.616  -1.016
H  0.015  -2.463  -6.121
H  -2.203  -0.600  0.178
H  0.072  -0.062  -4.829
H  0.476  -4.604  -1.337

=====

Entry 3:
# C27H26IrN3O2S6

A structure of composition C27H26IrN3O2S6 at a distorted geometry (wB97M-V/def2-TZVPD, the Open Molecules 2025 dataset).

Summary:
E_tot (Eh): -3852.65569
ΔE to the lowest compared entry with this formula, charge and spin (kcal per mole): 13.28
E_HOMO (eV): -7.218
Gap between HOMO and LUMO (eV): 6.889
2S+1: 1
LUMO (hartree): -0.0121

Element x y z (Å)
Ir  -0.109  0.136  0.102
S  2.516  0.484  0.248
S  -0.038  1.193  -3.183
S  -0.929  1.742  1.831
S  -0.173  -1.749  1.904
S  -2.746  0.127  0.238
S  -3.824  1.812  2.417
O  0.021  1.528  -1.739
O  0.201  -1.885  -1.028
N  3.068  -1.401  2.005
N  2.184  0.593  2.850
N  0.362  -3.012  -0.401
C  4.858  2.458  -2.726
C  -3.216  5.281  -2.095
C  0.676  -4.099  -1.130
C  -2.478  3.996  -3.987
C  -2.527  3.007  -1.804
C  0.221  -3.111  0.954
C  4.371  1.547  -3.648
C  0.789  2.645  -4.006
C  2.960  -0.743  6.218
C  2.217  2.623  -3.578
C  2.148  0.309  4.219
C  0.727  -5.471  0.815
C  2.711  3.528  -2.647
C  2.018  -0.067  6.972
C  3.039  -0.556  4.848
C  -1.785  1.592  -3.702
C  -2.548  1.235  1.521
C  3.056  1.625  -4.066
C  -2.993  4.192  -1.268
C  2.565  -0.161  1.813
C  1.192  0.982  4.980
C  1.132  0.795  6.346
C  -2.269  2.893  -3.166
C  -2.964  5.178  -3.454
C  0.881  -5.330  -0.563
C  0.400  -4.364  1.556
C  4.030  3.450  -2.230
H  -3.194  4.261  -0.210
H  -2.291  3.919  -5.050
H  0.387  1.319  6.924
H  -2.363  0.766  -3.287
H  -3.600  6.204  -1.689
H  3.244  -1.913  1.154
H  0.274  3.555  -3.702
H  0.680  2.470  -5.075
H  5.009  0.764  -4.032
H  4.406  4.157  -1.504
H  0.255  -4.418  2.622
H  5.884  2.397  -2.401
H  2.062  4.297  -2.252
H  3.648  -1.421  6.699
H  0.752  -3.929  -2.193
H  1.683  1.438  2.589
H  -2.374  2.150  -1.169
H  1.978  -0.205  8.042
H  2.704  -1.935  2.783
H  2.671  0.911  -4.781
H  -3.148  6.020  -4.105
H  1.143  -6.175  -1.178
H  -1.795  1.545  -4.789
H  0.850  -6.431  1.291
H  0.493  1.637  4.482
H  3.817  -1.054  4.294

=====

Entry 4:
# C27H26N2O2S4Tc

A structure of composition C27H26N2O2S4Tc (wB97M-V/def2-TZVPD, the Open Molecules 2025 dataset).

Summary:
E_tot (Eh): -2977.51633
ΔE to the lowest compared entry with this formula, charge and spin (kcal per mole): 0.00
E_HOMO (alpha / beta) (eV): -14.196 / -14.270
Total charge: +2
Gap between HOMO and LUMO (alpha / beta) (eV): 5.992 / 6.174
2S+1: 2
LUMO (alpha / beta) (hartree): -0.3015 / -0.2975

Element x y z (Å)
Tc  0.186  0.246  -0.205
S  0.380  2.174  -1.087
S  -1.241  -2.440  2.558
S  0.130  0.202  2.102
S  -0.177  -3.593  -2.385
O  -5.982  4.593  -1.517
O  -6.250  2.434  -1.925
N  1.283  -2.217  2.332
N  -0.510  -1.448  -1.051
C  4.326  -0.726  -1.040
C  1.163  -3.674  2.489
C  -3.267  3.832  -0.570
C  -3.467  2.106  -2.245
C  0.431  -2.227  -1.593
C  -5.341  -0.247  0.366
C  1.938  -0.576  -0.737
C  -1.923  3.538  -0.408
C  -4.038  3.120  -1.485
C  -3.007  -3.780  -2.257
C  -1.809  -3.134  -1.968
C  -1.804  -1.951  -1.241
C  -1.355  2.533  -1.188
C  -5.521  3.347  -1.665
C  4.183  -1.942  -1.696
C  3.209  -0.039  -0.564
C  -0.271  -3.936  2.969
C  0.175  -1.531  2.301
C  -6.419  -1.153  -1.690
C  2.920  -2.489  -1.896
C  1.812  -1.807  -1.420
C  -4.169  -3.216  -1.779
C  -2.984  -1.392  -0.758
C  -2.119  1.820  -2.117
C  -4.188  -2.030  -1.014
C  -5.519  -1.497  -0.493
C  -6.190  -2.580  0.365
H  -3.032  -4.697  -2.833
H  -2.951  -0.475  -0.181
H  -7.373  -0.764  -1.334
H  -1.327  4.082  0.313
H  -3.714  4.600  0.050
H  1.896  -4.018  3.215
H  -4.091  1.557  -2.937
H  1.370  -4.148  1.528
H  -5.961  -0.390  -2.321
H  -6.628  -2.028  -2.309
H  -6.372  -3.497  -0.196
H  5.057  -2.461  -2.065
H  2.814  -3.426  -2.432
H  -0.329  -4.086  4.045
H  -4.901  0.577  -0.197
H  3.344  0.910  -0.059
H  2.176  -1.758  2.191
H  -5.577  -2.828  1.235
H  -1.658  1.069  -2.749
H  5.313  -0.307  -0.897
H  -7.154  -2.218  0.724
H  -5.105  -3.713  -1.996
H  -0.718  -4.789  2.466
H  -4.726  -0.444  1.250
H  -6.315  0.091  0.716
H  -5.273  5.240  -1.416

=====

What did the fourth record say?
# C27H26N2O2S4Tc

A structure of composition C27H26N2O2S4Tc (wB97M-V/def2-TZVPD, the Open Molecules 2025 dataset).

Summary:
E_tot (Eh): -2977.51633
ΔE to the lowest compared entry with this formula, charge and spin (kcal per mole): 0.00
E_HOMO (alpha / beta) (eV): -14.196 / -14.270
Total charge: +2
Gap between HOMO and LUMO (alpha / beta) (eV): 5.992 / 6.174
2S+1: 2
LUMO (alpha / beta) (hartree): -0.3015 / -0.2975

Element x y z (Å)
Tc  0.186  0.246  -0.205
S  0.380  2.174  -1.087
S  -1.241  -2.440  2.558
S  0.130  0.202  2.102
S  -0.177  -3.593  -2.385
O  -5.982  4.593  -1.517
O  -6.250  2.434  -1.925
N  1.283  -2.217  2.332
N  -0.510  -1.448  -1.051
C  4.326  -0.726  -1.040
C  1.163  -3.674  2.489
C  -3.267  3.832  -0.570
C  -3.467  2.106  -2.245
C  0.431  -2.227  -1.593
C  -5.341  -0.247  0.366
C  1.938  -0.576  -0.737
C  -1.923  3.538  -0.408
C  -4.038  3.120  -1.485
C  -3.007  -3.780  -2.257
C  -1.809  -3.134  -1.968
C  -1.804  -1.951  -1.241
C  -1.355  2.533  -1.188
C  -5.521  3.347  -1.665
C  4.183  -1.942  -1.696
C  3.209  -0.039  -0.564
C  -0.271  -3.936  2.969
C  0.175  -1.531  2.301
C  -6.419  -1.153  -1.690
C  2.920  -2.489  -1.896
C  1.812  -1.807  -1.420
C  -4.169  -3.216  -1.779
C  -2.984  -1.392  -0.758
C  -2.119  1.820  -2.117
C  -4.188  -2.030  -1.014
C  -5.519  -1.497  -0.493
C  -6.190  -2.580  0.365
H  -3.032  -4.697  -2.833
H  -2.951  -0.475  -0.181
H  -7.373  -0.764  -1.334
H  -1.327  4.082  0.313
H  -3.714  4.600  0.050
H  1.896  -4.018  3.215
H  -4.091  1.557  -2.937
H  1.370  -4.148  1.528
H  -5.961  -0.390  -2.321
H  -6.628  -2.028  -2.309
H  -6.372  -3.497  -0.196
H  5.057  -2.461  -2.065
H  2.814  -3.426  -2.432
H  -0.329  -4.086  4.045
H  -4.901  0.577  -0.197
H  3.344  0.910  -0.059
H  2.176  -1.758  2.191
H  -5.577  -2.828  1.235
H  -1.658  1.069  -2.749
H  5.313  -0.307  -0.897
H  -7.154  -2.218  0.724
H  -5.105  -3.713  -1.996
H  -0.718  -4.789  2.466
H  -4.726  -0.444  1.250
H  -6.315  0.091  0.716
H  -5.273  5.240  -1.416

=====

Q: Look up the E_tot of the third one.
A: -3852.65569 Eh

=====

Q: Look up the 2S+1 of the third one.
A: 1